Molecular formula: C5H13NS2
Method: DFT, ωB97M-V/def2-TZVPD

As for the total charge: +1. The spin multiplicity is 2. The calculation puts the highest occupied orbital energy (spin up / spin down) at -11.5 / -11.5 eV. The value obtained for the strongest force on any atom is 0.0826 hartree/bohr. The calculation puts the LUMO energy (spin up / spin down) at -4.108 / -9.124 eV.

Positions of all 21 atoms, in Å:
C: 1.005601 1.627775 0.892446
C: 1.858158 0.400018 1.322968
S: 3.257086 0.568159 0.328546
C: -0.011177 1.470977 -0.291076
N: -0.515983 0.150758 -0.178047
C: -1.272817 -0.393330 -1.263691
C: -2.041747 -1.570375 -0.606746
S: -3.032645 -2.771256 -1.646280
H: 1.612976 2.536274 0.582367
H: 0.578571 1.950453 1.875136
H: 1.531160 -0.553736 1.431737
H: 2.144535 0.511120 2.402054
H: 4.231426 -0.158927 0.872508
H: 0.622888 1.824078 -1.073389
H: -0.858506 2.125739 -0.242642
H: 0.275341 -0.526204 0.043349
H: -1.866994 0.465039 -1.586003
H: -0.777256 -0.711923 -2.165427
H: -1.257112 -1.972169 0.095451
H: -2.856944 -1.181108 0.039219
H: -2.626560 -3.791361 -0.832471

Force components x, y, z for each atom (eV/Å):
-1.101 1.590 1.522
1.374 3.372 2.190
2.067 0.237 -2.083
1.139 0.428 2.606
1.901 -3.268 -0.906
-1.258 1.309 0.191
-0.196 0.111 0.251
1.679 0.522 1.499
-0.086 -1.455 0.645
-0.464 -0.118 -1.059
-1.938 -2.859 -0.735
-0.130 0.707 -0.767
-0.149 -0.411 0.380
0.007 -0.770 -1.803
-0.290 0.774 0.334
-1.293 1.292 -0.293
-0.699 -0.412 -0.189
0.773 -0.430 -0.242
-1.231 -0.740 -0.782
0.289 0.091 -0.249
-0.395 0.028 -0.512


Molecular formula: C10H10BClF4Pt
Method: DFT, ωB97M-V/def2-TZVPD

As for the total charge: 0. The spin multiplicity is 5. The calculation puts the highest occupied orbital energy (spin up / spin down) at -8.9 / -10.0 eV. The value obtained for the strongest force on any atom is 0.0363 hartree/bohr. The calculation puts the LUMO energy (spin up / spin down) at -0.059 / -3.949 eV.

Positions of all 27 atoms, in Å:
C: -2.006500 -1.007417 -0.079772
C: -1.584828 -1.175254 -1.491671
C: -1.432254 0.111162 -2.044854
H: -1.608013 -2.125347 -2.020506
C: -1.652614 1.088475 -1.033534
C: -1.937996 0.443823 0.193213
H: -2.243461 0.910048 1.115418
H: -2.569520 -1.745340 0.481109
H: -1.240082 0.332447 -3.094549
H: -1.667890 2.163146 -1.202200
Pt: 0.027992 -1.105619 0.386714
Cl: 0.171786 -3.386234 0.009343
C: 1.975350 0.077446 0.353703
C: 1.738029 1.324457 -0.303887
C: 1.459507 1.081476 -1.669285
H: 1.811725 2.297538 0.162071
C: 1.558279 -0.302166 -1.928145
C: 1.951062 -0.976581 -0.704055
H: 2.465139 -1.924370 -0.615697
H: 2.381905 -0.066108 1.344151
H: 1.189671 1.840057 -2.404012
H: 1.357975 -0.790127 -2.876300
F: -0.135768 1.626886 2.500066
B: -0.033337 0.596995 3.504841
F: -0.075595 1.181220 4.779163
F: -1.097121 -0.343997 3.311941
F: 1.196559 -0.126618 3.326731

Force components x, y, z for each atom (eV/Å):
0.007 0.887 -1.643
-0.866 -0.201 1.402
-0.450 0.700 0.312
0.200 0.303 0.197
-0.167 -0.213 0.261
-0.587 -0.421 -1.280
0.257 0.009 0.145
0.231 0.090 0.098
0.068 -0.111 0.358
0.217 -0.309 0.170
0.914 -0.194 0.579
0.121 -0.706 0.294
0.023 -1.317 -1.319
-0.152 0.138 -1.056
0.268 -0.001 0.557
-0.219 -0.139 0.086
0.431 0.179 0.465
-0.166 1.606 0.628
-0.291 -0.016 -0.102
-0.132 0.129 0.159
0.105 -0.252 0.284
0.148 0.037 0.201
0.114 -0.736 0.200
0.095 0.150 0.464
-0.048 -0.452 -0.844
0.377 0.460 -0.303
-0.496 0.379 -0.313


Molecular formula: C18H26N3OP2Rh
Method: DFT, ωB97M-V/def2-TZVPD

As for the total charge: +2. The spin multiplicity is 1. The calculation puts the highest occupied orbital energy at -15.2 eV. The value obtained for the strongest force on any atom is 0.0972 hartree/bohr. The calculation puts the LUMO energy at -8.311 eV.

Positions of all 51 atoms, in Å:
Rh: 0.230282 -0.016847 0.133218
O: 4.321782 -0.207847 -0.932482
C: 3.108182 -0.140247 -0.924182
N: 2.341182 -0.107447 0.174618
C: 3.069882 0.014753 1.408818
C: 2.157682 0.001153 2.592718
C: 2.664582 -0.028047 3.890918
C: 1.780082 -0.044347 4.951018
C: 0.413882 -0.034947 4.695018
C: -0.008618 0.002853 3.379718
N: 0.850082 0.020453 2.363918
C: 2.323582 -0.062447 -2.206782
C: 3.016382 -0.010147 -3.411182
C: 2.275182 0.039953 -4.579182
C: 0.888882 0.021653 -4.500782
C: 0.290482 -0.031747 -3.251082
N: 1.002082 -0.058747 -2.131482
H: 3.658882 0.945253 1.407618
H: 3.796082 -0.811447 1.476318
H: 3.730782 -0.036847 4.054918
H: 2.143482 -0.063947 5.966318
H: -0.302618 -0.050547 5.497218
H: -1.059718 0.026753 3.129418
H: 4.094382 -0.029047 -3.393982
H: 2.770682 0.080653 -5.537282
H: 0.276882 0.039153 -5.390082
H: -0.787518 -0.055547 -3.158782
C: -1.826218 -2.819547 1.317818
P: -1.446118 -1.712047 -0.083882
C: -1.625718 -2.826447 -1.522582
C: -2.951718 -0.608147 -0.157382
C: -2.735918 0.736853 -0.859282
P: -1.347618 1.750453 -0.138682
C: -1.064818 2.970353 -1.461882
C: -2.172118 2.711353 1.178218
H: -2.760718 -3.353147 1.135618
H: -1.902218 -2.255747 2.245918
H: -1.021318 -3.547747 1.416818
H: -2.643618 -3.216847 -1.564482
H: -0.936318 -3.661647 -1.407282
H: -1.394218 -2.309647 -2.450482
H: -3.257318 -0.426247 0.876818
H: -3.757818 -1.154847 -0.658782
H: -3.651718 1.333053 -0.788682
H: -2.527518 0.584953 -1.919882
H: -2.018318 3.351253 -1.821482
H: -0.523118 2.510053 -2.284282
H: -0.472018 3.800253 -1.084382
H: -2.917318 3.367953 0.728718
H: -1.434918 3.318553 1.702218
H: -2.658218 2.054553 1.896818

Force components x, y, z for each atom (eV/Å):
4.978 -0.219 -0.375
-0.545 0.089 0.107
0.901 0.023 -1.469
-3.006 0.451 1.334
0.453 -0.306 0.393
0.918 -0.048 -0.148
-0.361 0.041 -0.058
0.067 0.000 -0.112
-0.058 0.043 -0.396
-0.342 0.008 0.883
-1.391 -0.057 -2.048
1.150 -0.122 -0.091
-0.579 -0.089 0.193
0.019 -0.004 -0.020
-0.021 -0.036 0.193
-0.265 0.055 -0.639
-1.295 0.019 1.698
-0.031 -0.196 0.018
-0.079 0.263 0.142
0.096 -0.011 -0.054
0.047 -0.018 0.103
-0.148 0.005 0.089
-0.038 -0.010 0.007
0.088 0.031 0.042
0.010 0.009 -0.092
-0.039 0.012 -0.015
0.010 0.036 0.017
0.628 0.230 -0.070
-1.766 1.620 0.403
0.753 0.324 0.066
0.082 -0.140 -0.146
0.030 0.091 0.263
-1.617 -1.638 -0.689
0.703 -0.212 0.319
0.687 -0.295 0.177
0.009 0.112 -0.133
-0.002 0.010 -0.002
-0.018 -0.060 0.075
-0.012 0.143 0.185
0.054 -0.029 -0.074
-0.011 -0.022 -0.079
-0.025 -0.144 0.014
-0.012 0.063 0.180
0.025 -0.059 -0.130
0.035 0.089 -0.037
-0.156 -0.069 0.105
0.013 -0.014 -0.080
0.056 0.088 0.004
0.042 -0.058 -0.141
-0.039 0.058 0.070
0.002 -0.056 0.016


Molecular formula: C25H28AsN7O6S7TeW
Method: DFT, ωB97M-V/def2-TZVPD

As for the total charge: 0. The spin multiplicity is 1. The calculation puts the highest occupied orbital energy at -6.0 eV. The value obtained for the strongest force on any atom is 0.1158 hartree/bohr. The calculation puts the LUMO energy at -1.481 eV.

Positions of all 76 atoms, in Å:
W: 1.316034 0.278384 -1.236586
O: -0.202066 -1.208416 -4.228886
S: -1.058066 -0.536716 -3.295086
O: -2.290666 -1.185316 -2.967786
O: -0.315066 -0.167816 -2.045086
C: -1.405666 1.036384 -4.056886
C: -2.645066 1.230384 -4.639286
C: -2.883866 2.376584 -5.382286
C: -1.864266 3.300584 -5.583286
C: -0.627166 3.109684 -4.983486
C: -0.405166 1.980484 -4.206186
S: 1.131334 1.872884 -3.308486
O: 1.992934 2.860084 -3.860686
O: 1.599034 0.480784 -3.323086
O: 0.736834 2.092384 -1.892186
H: -3.394166 0.474284 -4.468686
H: -3.854366 2.542084 -5.822686
H: -2.037166 4.178684 -6.189186
H: 0.189534 3.804984 -5.114686
S: 4.967034 -0.326916 1.093714
As: 3.480434 -0.496816 -0.479586
S: 0.678734 -1.119016 0.666314
S: 3.340234 1.566784 -1.639386
S: 4.709934 -1.856216 -1.621086
N: 0.176234 4.172384 2.362214
C: -1.118066 3.875584 2.228214
N: -2.037466 4.587684 2.900614
N: -1.570066 2.944084 1.420714
C: -0.943766 2.141084 0.676114
N: -0.505166 1.323284 -0.038186
H: 0.491334 4.846884 3.038714
H: 0.863934 3.513984 1.976014
H: -1.774866 5.269284 3.589714
H: -3.002566 4.321084 2.814714
N: 2.103434 -3.228716 -3.878986
C: 1.212134 -3.887616 -3.085786
C: 0.925034 -3.042916 -2.062386
N: 1.616134 -1.863816 -2.223786
C: 2.335834 -2.037716 -3.328886
H: 2.562334 -3.588016 -4.699286
H: 0.851834 -4.871916 -3.295486
H: 0.285834 -3.223716 -1.214386
H: 3.029234 -1.332916 -3.750886
S: 1.839034 1.835484 1.199514
C: 3.309534 2.420584 1.878014
N: 4.363434 2.680684 1.086114
C: 5.514134 3.179084 1.537614
C: 5.660734 3.500484 2.859314
C: 4.601934 3.222584 3.734414
C: 3.434434 2.689984 3.251114
H: 4.302234 2.369484 0.097014
H: 6.296634 3.296984 0.808214
H: 6.578834 3.932084 3.217414
H: 4.714234 3.417184 4.790214
H: 2.609534 2.434684 3.895914
C: -4.250666 -5.132216 4.598714
C: -3.525266 -4.206916 3.666314
C: -3.936766 -2.904616 3.441014
C: -3.307966 -2.097716 2.501514
C: -3.801366 -0.692716 2.316014
C: -2.238666 -2.597316 1.757714
Te: -1.570466 -1.537916 -0.029186
C: -1.750666 -3.871216 2.053914
C: -0.540366 -4.434716 1.374114
C: -2.397666 -4.653816 2.996014
H: -5.117966 -4.651316 5.045714
H: -3.586666 -5.472916 5.393514
H: -4.588266 -6.012516 4.049814
H: -4.774766 -2.506616 3.996214
H: -4.347266 -0.369216 3.201714
H: -4.469166 -0.625416 1.454014
H: -2.958566 -0.016216 2.148814
H: 0.176434 -3.648916 1.132614
H: -0.831766 -4.968116 0.465014
H: -0.042766 -5.138316 2.039114
H: -2.024766 -5.646816 3.198014

Force components x, y, z for each atom (eV/Å):
0.347 -0.308 4.538
-0.402 0.111 0.052
-0.790 -1.148 -2.514
-0.067 0.517 0.096
-2.968 -1.111 -0.537
-0.044 -0.316 0.273
0.089 -0.063 0.237
0.263 0.091 -0.084
-0.097 -0.143 0.159
0.209 -0.114 0.040
0.225 0.164 0.071
-0.308 2.843 -2.831
-0.280 0.001 -0.330
0.088 -0.366 -1.046
-0.560 1.608 -0.355
-0.193 -0.035 -0.105
-0.104 -0.014 -0.050
0.006 0.018 -0.010
-0.066 0.105 0.005
-1.480 0.389 0.499
5.816 -1.265 0.240
0.692 -0.006 -0.499
1.326 -1.507 0.829
-0.956 0.130 -0.186
0.136 0.238 0.284
0.143 -0.294 -0.512
-0.032 0.216 0.232
-1.427 1.047 1.186
1.367 -1.877 -1.678
-0.196 1.008 0.697
-0.110 -0.011 -0.016
-0.190 0.127 -0.067
-0.037 -0.066 -0.050
0.071 -0.012 -0.042
0.272 0.391 0.000
-0.400 -0.038 0.715
-0.310 -0.388 0.468
0.551 0.566 -0.468
0.335 0.593 -0.124
-0.028 0.114 0.086
-0.028 -0.193 -0.021
0.041 0.048 -0.162
-0.176 0.011 0.051
-0.167 -0.416 0.474
-0.084 -0.303 -0.598
0.037 0.102 -0.087
0.264 0.179 0.313
-0.009 -0.080 0.015
0.023 0.066 -0.258
0.035 0.039 -0.164
-0.218 0.058 0.344
0.106 0.024 -0.093
0.143 -0.014 -0.001
-0.011 0.021 0.097
-0.069 -0.056 0.053
0.041 0.040 -0.007
0.038 0.016 0.027
-0.013 -0.171 0.008
0.036 0.336 -0.141
0.028 0.133 -0.014
0.239 0.181 -0.395
-1.105 -0.963 1.467
0.184 -0.102 -0.127
0.088 -0.028 -0.001
-0.094 0.115 -0.008
-0.030 0.004 0.050
-0.041 -0.032 0.064
-0.050 -0.034 0.064
-0.119 0.049 0.056
-0.059 0.045 -0.017
0.021 0.122 0.010
-0.189 0.010 -0.014
-0.019 -0.192 -0.106
0.130 0.072 -0.060
0.038 -0.107 -0.044
0.099 -0.180 0.022